The following is a quantum chemistry calculation of a structure of composition C8Br4F6N2O8PtS2 at a distorted geometry, from the OMol25 dataset.

Geometry as XYZ:
```
31
Properties=species:S:1:pos:R:3:forces:R:3
Pt -0.119346 0.542364 0.954899 -0.7 -1.5 1.4
Br -1.920381 -6.337177 0.906205 -0.1 0.0 0.0
C -0.916200 -4.730259 0.917856 0.2 0.0 0.0
C 0.457172 -4.759869 1.076164 -0.2 0.1 -0.1
Br 1.368376 -6.410217 1.259294 0.1 0.0 0.0
C 1.170728 -3.550212 1.096563 0.1 0.0 0.1
Br 3.054201 -3.525196 1.321372 0.0 0.0 0.0
C 0.552555 -2.305788 0.970876 -0.1 -0.1 0.0
O 1.203950 -1.189468 1.028457 -0.1 0.5 -0.2
C -0.873457 -2.279201 0.752047 0.0 -0.2 0.0
O -1.463212 -1.141841 0.550636 0.3 0.5 0.1
C -1.562062 -3.491591 0.769286 0.0 0.0 -0.1
Br -3.438058 -3.384796 0.516521 0.0 0.0 0.0
O -1.978762 1.314586 2.594266 -0.3 0.0 0.0
N -1.289872 1.004746 3.557096 -0.2 0.2 0.2
O -0.143657 0.578014 3.271921 0.3 -0.2 -0.6
F -2.295761 2.477763 -0.777584 0.1 0.0 0.0
C -1.577497 3.553224 -1.056742 0.0 0.2 0.1
F -2.330330 4.633803 -0.784635 0.0 -0.1 0.0
F -1.300196 3.572740 -2.366678 -0.1 0.0 0.1
S 0.017177 3.681579 -0.063911 -0.1 0.4 -0.1
O -0.225443 2.922703 1.146262 0.1 -0.1 -0.2
O 0.177405 5.094909 0.090096 0.1 0.1 -0.1
N 1.150560 3.112942 -0.981281 -0.2 -0.1 0.3
S 1.290246 1.565394 -1.288106 1.1 0.6 -1.6
O 2.356940 0.922200 -0.597961 0.1 0.0 0.2
O 0.031574 0.899345 -1.538644 -0.1 -0.2 0.3
C 2.008002 1.770357 -3.001937 -0.1 0.1 0.1
F 1.247082 2.565137 -3.769324 0.1 -0.1 0.1
F 3.236582 2.307338 -2.932665 -0.2 -0.1 -0.1
F 2.111698 0.586465 -3.620344 0.0 0.1 0.2
```
Forces are in eV/Å.

Calculated values
**E**: -349045.318 eV
**Highest occupied orbital energy (spin up / spin down)**: -1.70 / -1.63 eV
**HOMO-LUMO gap (spin up / spin down)**: 5.871 / 5.807 eV
**2S+1**: 3
**E_LUMO (spin up / spin down)**: 4.2 / 4.2 eV
**Charge**: -2